Entry 1:
DFT (wB97M-V/def2-TZVPD) results for a 2-piece molecular cluster, C5H10N6O overall.

Its SMILES is [H]/N=c1/nno[nH]1.C[C@@H]1C=NNC1.

Cartesian coordinates (Å):
O1 -1.9600 -0.4388 -1.9257
N1 0.4248 1.7734 1.5279
N2 1.7419 1.4925 1.8949
N3 -2.2399 -0.6324 -0.5907
N4 -1.0447 -2.3082 -1.3341
N5 -1.2032 -1.5474 -2.2846
N6 -1.6569 -2.4123 0.9527
C1 -1.6863 -1.8057 -0.1580
C2 2.3146 0.9036 0.9156
C3 0.3459 1.7457 0.0624
C4 1.4233 0.7146 -0.2898
C5 0.8941 -0.7125 -0.3618
H1 0.5948 2.7328 -0.3727
H2 -0.6662 1.4457 -0.2678
H3 0.3471 -0.9592 0.5696
H4 -2.1502 -1.9099 1.6895
H5 -2.7899 0.0698 -0.1310
H6 3.3274 0.5351 1.0395
H7 1.6930 -1.4488 -0.4683
H8 1.9027 0.9421 -1.2183
H9 0.2551 -0.8195 -1.2055
H10 0.1325 2.6394 1.9563

Force components x, y, z for each atom (eV/Å):
0.059 0.222 -0.138
-0.136 0.034 -0.037
0.207 -0.259 -0.308
0.013 -0.466 0.259
-0.711 -0.421 -0.607
-0.678 -0.653 -0.001
-0.144 0.185 -0.238
-0.562 -0.141 0.365
-0.010 0.294 0.358
-0.367 0.164 -0.233
-0.126 -0.169 0.604
0.562 0.319 1.193
-0.086 -0.309 0.098
0.528 0.184 0.095
0.419 0.142 -0.530
0.066 -0.056 -0.132
0.016 0.007 -0.107
-0.116 0.004 -0.091
0.072 0.087 0.003
0.444 0.304 -0.551
0.526 0.540 -0.023
0.026 -0.011 0.020

***

Entry 2:
DFT (wB97M-V/def2-TZVPD) results for an isolated ion of composition C5H10NO and charge -1.

Its SMILES is [O-]C[C@H]1CCCN1. The charge is -1.

Cartesian coordinates (Å):
O1 1.5488 2.6253 -0.1225
N1 -1.2580 0.2399 -0.0027
C1 0.0654 0.7496 -0.4506
C2 1.0314 -0.4360 -0.3504
C3 0.4343 2.0542 0.3514
C4 -1.1433 -1.1851 0.3167
C5 0.0989 -1.6659 -0.4087
H1 1.5530 -0.3739 0.6075
H2 -0.0749 -1.9728 -1.4382
H3 -0.4718 2.6988 0.3398
H4 0.4879 1.6241 1.4017
H5 1.7737 -0.4453 -1.1443
H6 -1.0954 -1.3784 1.3976
H7 -1.5462 0.7174 0.8421
H8 0.5307 -2.5255 0.1139
H9 0.0993 1.0548 -1.4993
H10 -2.0337 -1.7811 0.0459

Force components x, y, z for each atom (eV/Å):
-0.210 0.093 0.414
-0.122 -0.510 -0.233
-0.167 0.598 0.059
-0.357 0.031 0.364
1.077 -1.166 -0.716
-0.738 -0.422 -0.086
0.822 0.017 0.657
0.078 -0.150 0.107
-0.290 0.120 -0.118
-0.308 0.074 -0.005
0.062 0.292 0.239
0.067 0.121 0.012
0.519 0.193 0.088
0.163 0.362 -0.113
0.032 -0.058 -0.117
-0.678 0.084 -0.155
0.049 0.321 -0.398

***

Entry 3:
DFT (wB97M-V/def2-TZVPD) results for the molecule C5H10NO.

As for the spin multiplicity: 2.

Cartesian coordinates (Å):
O1 1.8838 -0.7228 -1.6305
N1 -0.1702 2.2462 1.3316
C1 -0.3667 -1.4226 -1.1655
C2 0.3370 -0.0722 0.8680
C3 -0.0882 -1.4109 0.3361
C4 -0.4155 1.0211 0.5801
C5 0.7299 -0.7520 -1.9715
H1 -1.3096 -0.9307 -1.4311
H2 0.4356 -0.3139 -2.9427
H3 0.6848 -2.1449 0.5568
H4 0.8330 2.3481 1.4551
H5 -0.5632 2.2723 2.3524
H6 1.2902 -0.0082 1.3692
H7 -1.3759 1.0021 0.0903
H8 -0.5140 3.0666 0.8327
H9 -0.4199 -2.4485 -1.5352
H10 -0.9710 -1.7297 0.9041

Force components x, y, z for each atom (eV/Å):
-0.048 0.038 0.002
0.010 0.040 0.007
0.064 0.470 -0.278
-0.486 -0.275 0.075
0.138 -0.139 0.529
0.327 0.399 -0.348
0.158 -0.346 0.172
0.031 -0.121 0.113
-0.115 0.037 -0.049
0.071 0.006 -0.028
-0.025 0.169 -0.002
-0.044 -0.090 0.158
0.137 0.182 -0.084
-0.074 -0.107 0.142
0.071 0.003 0.003
-0.153 -0.098 -0.068
-0.066 -0.168 -0.343

***

Entry 4:
DFT (wB97M-V/def2-TZVPD) results for an isolated ion of composition C5H10NO and charge +1.

Its SMILES is O=C[C@@H]1CCC[NH2+]1. The charge is +1.

Cartesian coordinates (Å):
O1 -0.6365 2.3269 0.9431
N1 0.7597 0.3729 -0.9437
C1 1.3240 -0.8683 -0.2683
C2 -0.7018 0.4267 -0.4725
C3 -0.9646 -0.5723 0.6144
C4 -1.1117 1.9119 -0.0724
C5 0.4127 -1.1549 1.0234
H1 1.4037 -1.7332 -0.9099
H2 -1.8210 2.5095 -0.6343
H3 -1.6008 -1.4237 0.2346
H4 1.4071 1.1398 -0.7117
H5 -1.2373 0.3378 -1.4619
H6 0.7974 -0.4289 1.7655
H7 0.7222 0.2928 -1.9581
H8 2.4135 -0.7110 0.1097
H9 0.4002 -2.2218 1.3177
H10 -1.5670 -0.2043 1.4246

Force components x, y, z for each atom (eV/Å):
0.148 0.429 0.093
0.321 -1.122 1.030
1.803 -0.950 2.472
-1.657 2.898 -2.604
-0.485 -2.760 -0.800
1.285 -1.219 1.306
0.516 1.994 -1.287
-0.486 0.105 -0.613
-0.344 -0.086 -0.634
0.666 0.886 -0.046
-0.807 0.153 0.158
0.169 -0.857 1.189
0.001 -1.046 0.193
0.403 -0.108 0.049
-1.911 0.210 -0.927
0.162 0.865 -0.040
0.218 0.609 0.462

***

Entry 5:
DFT (wB97M-V/def2-TZVPD) results for a 2-piece molecular cluster, C5H10NO overall.

The charge is +1.

Cartesian coordinates (Å):
O1 3.3678 -1.0293 -0.1289
N1 -2.9850 0.1531 0.2145
C1 2.4058 1.1337 0.0443
C2 2.3327 -0.3005 -0.1324
C3 -4.3245 0.3472 0.0995
C4 1.1436 -1.1066 -0.1835
C5 -1.8116 -0.0138 0.1757
H1 0.0994 -0.6551 -0.3308
H2 3.2671 1.5120 -0.4194
H3 -4.8991 -0.5906 -0.1589
H4 1.1768 -1.6313 0.7741
H5 -4.5082 0.9593 -0.8337
H6 2.4996 1.4926 1.0657
H7 -4.7737 0.8215 1.0808
H8 1.4153 1.5833 -0.3172
H9 1.3848 -2.0433 -0.8797
H10 4.2091 -0.6321 -0.0700

Force components x, y, z for each atom (eV/Å):
-0.593 -1.527 -0.512
5.275 -1.053 -0.012
-2.700 0.978 -0.367
-0.422 -0.303 0.928
-4.077 0.865 -0.122
-1.319 -2.034 -1.814
-3.280 0.580 0.229
1.847 -0.409 0.225
1.085 0.777 -1.064
0.856 0.668 0.736
-0.288 0.030 0.438
0.066 -0.091 1.343
-0.109 -0.577 0.544
0.839 -0.825 -2.172
1.642 -0.422 0.256
-0.688 2.051 1.132
1.866 1.294 0.233

***

Entry 6:
DFT (wB97M-V/def2-TZVPD) results for a 2-piece molecular cluster, C5H10NO overall.

The charge is +1.

Cartesian coordinates (Å):
O1 1.6024 0.6535 -1.2336
N1 -2.0491 -0.0246 -0.4465
C1 -1.1395 0.2021 0.5284
C2 0.7724 -1.3239 -0.0751
C3 -0.2810 -0.9262 1.0180
C4 1.8563 -0.3335 -0.6081
C5 -0.6408 1.5061 0.5848
H1 0.0696 2.9856 2.2986
H2 -2.6408 -0.8565 -0.4071
H3 0.1194 -1.5483 -0.9159
H4 -0.8359 -1.7564 1.5002
H5 2.8677 -0.6714 -0.2981
H6 1.3693 -2.2224 0.0610
H7 0.3777 1.7533 0.9798
H8 -1.2122 2.4075 0.3885
H9 0.2367 -0.6024 1.9235
H10 -2.6213 0.8014 -0.6186

Force components x, y, z for each atom (eV/Å):
0.222 0.014 -0.044
-0.940 0.712 2.275
0.713 -1.134 -1.908
-0.467 -0.025 -1.267
0.945 -0.129 1.817
-1.095 -0.345 1.303
1.045 2.984 2.525
-0.776 -1.459 -0.854
0.673 -0.172 -0.226
0.252 -0.091 -0.550
-0.065 0.018 -1.246
0.079 0.430 -0.487
-0.543 -0.325 0.976
-0.310 -0.512 -0.852
-0.096 -0.354 -0.735
0.196 0.549 -0.140
0.169 -0.161 -0.588

***

Sequential energy above the lowest of the compared OMol25 structures with the same formula, charge and spin output: 40.9; 1.3; 41.5; 42.5; 77.1; 166.2 kcal/mol
Sequential F_max output: 1.36; 1.74; 0.62; 4.23; 5.38; 4.05 eV/Å